DFT (ωB97M-V/def2-TZVPD) results for 9 unconnected molecules or ions with the total composition C63H74BF2NOPSi at a distorted geometry.

Structure (XYZ):
```
144
Properties=species:S:1:pos:R:3
C 3.144 1.107 -0.556
C 2.165 2.063 -0.607
P 1.142 2.313 0.922
B -0.726 2.246 0.421
O -1.012 1.521 -0.777
N -1.842 2.831 1.166
C -2.779 1.739 1.612
C -2.679 3.719 0.296
C 1.677 3.875 1.813
F 1.235 3.927 3.128
F 3.086 3.793 1.913
C 1.375 5.212 1.049
C 0.067 5.961 1.532
Si 0.328 7.256 2.910
C 2.102 7.920 3.054
C -0.798 8.799 2.676
C -0.112 6.437 4.594
C -1.049 5.314 4.726
C -1.370 4.645 5.992
C -0.692 5.167 7.197
C 0.222 6.319 7.112
C 0.527 6.965 5.819
H 4.017 1.094 -1.258
H 3.054 0.358 0.273
H 1.991 2.661 -1.541
H 1.410 1.177 1.750
H -0.905 0.581 -0.517
H -3.780 2.127 1.920
H -2.962 0.971 0.805
H -2.372 1.170 2.497
H -2.840 3.311 -0.742
H -2.185 4.723 0.171
H -3.694 3.921 0.724
H 1.368 5.024 -0.069
H 2.282 5.865 1.215
H -0.388 6.462 0.626
H -0.689 5.192 1.878
H 2.142 8.756 3.815
H 2.828 7.140 3.436
H 2.495 8.367 2.091
H -1.637 8.607 1.960
H -0.156 9.603 2.203
H -1.122 9.215 3.666
H -1.554 4.896 3.812
H -2.081 3.781 6.053
H -0.875 4.682 8.189
H 0.719 6.751 8.008
H 1.224 7.832 5.816
C 5.992 -1.315 0.448
C 7.267 -1.800 0.712
C 7.645 -3.051 0.241
C 6.752 -3.814 -0.503
C 5.479 -3.327 -0.770
C 5.097 -2.080 -0.292
H 5.696 -0.339 0.818
H 7.965 -1.203 1.286
H 8.637 -3.432 0.452
H 7.049 -4.787 -0.875
H 4.783 -3.921 -1.352
H 4.100 -1.704 -0.496
C -6.069 -3.054 -1.504
C -6.326 -1.936 -2.289
C -5.474 -0.839 -2.237
C -4.361 -0.865 -1.406
C -4.102 -1.985 -0.624
C -4.958 -3.078 -0.669
H -6.735 -3.908 -1.543
H -7.191 -1.920 -2.941
H -5.678 0.035 -2.844
H -3.693 -0.010 -1.369
H -3.231 -2.005 0.023
H -4.760 -3.948 -0.055
C 2.971 -6.194 -5.332
C 2.446 -6.909 -4.263
C 2.246 -6.284 -3.038
C 2.563 -4.940 -2.886
C 3.084 -4.222 -3.956
C 3.292 -4.850 -5.178
H 3.130 -6.682 -6.286
H 2.193 -7.957 -4.384
H 1.843 -6.844 -2.202
H 2.402 -4.451 -1.931
H 3.329 -3.172 -3.837
H 3.704 -4.291 -6.011
C -5.555 0.470 8.172
C -5.803 1.593 7.391
C -4.962 2.695 7.472
C -3.866 2.672 8.326
C -3.616 1.548 9.105
C -4.462 0.449 9.031
H -6.214 -0.388 8.112
H -6.654 1.608 6.720
H -5.159 3.574 6.867
H -3.207 3.531 8.386
H -2.760 1.529 9.770
H -4.270 -0.425 9.642
C 0.534 -10.567 -4.219
C 1.807 -11.059 -3.955
C 2.180 -12.311 -4.427
C 1.283 -13.068 -5.172
C 0.012 -12.574 -5.439
C -0.364 -11.326 -4.959
H 0.242 -9.590 -3.848
H 2.509 -10.465 -3.380
H 3.170 -12.698 -4.216
H 1.576 -14.043 -5.544
H -0.687 -13.164 -6.020
H -1.358 -10.943 -5.163
C -5.752 8.939 -0.941
C -5.837 10.179 -0.319
C -4.687 10.803 0.149
C -3.450 10.191 -0.013
C -3.364 8.953 -0.638
C -4.515 8.324 -1.098
H -6.649 8.452 -1.303
H -6.801 10.660 -0.199
H -4.754 11.767 0.639
H -2.552 10.680 0.348
H -2.398 8.476 -0.766
H -4.449 7.356 -1.581
C -1.778 -5.965 0.021
C -2.394 -6.957 0.773
C -1.626 -7.842 1.520
C -0.241 -7.728 1.523
C 0.375 -6.733 0.774
C -0.393 -5.854 0.020
H -2.378 -5.277 -0.565
H -3.475 -7.043 0.776
H -2.106 -8.621 2.101
H 0.358 -8.415 2.109
H 1.456 -6.643 0.777
H 0.089 -5.081 -0.569
C 5.151 -0.323 -8.830
C 4.146 -0.647 -7.927
C 4.457 -1.327 -6.756
C 5.775 -1.674 -6.482
C 6.781 -1.346 -7.384
C 6.469 -0.674 -8.559
H 4.908 0.204 -9.745
H 3.119 -0.371 -8.137
H 3.672 -1.586 -6.054
H 6.019 -2.200 -5.566
H 7.809 -1.615 -7.170
H 7.252 -0.423 -9.265
```

* charge: +1
* calculated total energy: -93338.4209 eV
* gap between HOMO and LUMO: 0.21925 Eh
* maximum force: 0.0674 hartree/bohr
* HOMO energy: -10.4 eV
* molar mass: 969.16 g mol⁻¹

DFT (ωB97M-V/def2-TZVPD) results for a molecular structure, C63H78As3F18N11O at a distorted geometry.

Structure (XYZ):
```
174
Properties=species:S:1:pos:R:3
C -5.143 -0.463 1.024
C -4.761 0.934 1.129
O -4.125 1.368 2.028
N -5.310 1.920 0.138
H -6.258 1.623 -0.042
H -5.351 2.868 0.483
C -4.569 1.907 -1.204
H -4.697 -1.096 1.791
H -4.971 -1.000 0.091
H -6.227 -0.515 1.120
H -4.583 0.873 -1.547
H -3.543 2.232 -1.031
H -5.047 2.463 -2.011
C -0.730 -2.977 2.574
N -1.393 -1.931 3.476
C -0.710 -0.930 3.938
C -1.451 0.201 4.403
C -2.839 0.058 4.609
C -3.400 -1.197 4.441
C -2.679 -2.173 3.801
C -3.612 1.223 5.106
C -3.391 2.520 4.681
C -3.890 3.622 5.338
N -4.680 3.406 6.442
C -4.965 2.188 6.891
C -4.491 1.053 6.213
C -5.611 4.488 6.920
H 0.348 -2.824 2.626
H -1.164 -2.662 1.625
H -0.987 -3.992 2.878
H 0.325 -0.771 3.674
H -0.925 1.116 4.630
H -4.397 -1.416 4.794
H -3.006 -3.184 3.607
H -2.927 2.853 3.764
H -4.061 4.601 4.914
H -5.477 2.099 7.838
H -4.408 0.122 6.754
H -6.121 4.760 5.996
H -4.954 5.212 7.403
H -6.286 3.983 7.612
C -0.696 -3.743 -3.682
N -1.477 -4.734 -2.848
C -2.513 -4.386 -2.065
C -3.339 -5.314 -1.546
C -3.210 -6.709 -1.781
C -2.138 -7.033 -2.730
C -1.232 -6.060 -3.123
C -4.016 -7.755 -1.118
C -4.308 -7.609 0.229
C -5.023 -8.564 0.967
N -5.276 -9.734 0.315
C -4.920 -10.068 -0.948
C -4.347 -9.047 -1.763
C -5.864 -10.877 1.026
H -0.293 -3.016 -2.976
H -1.446 -3.257 -4.306
H 0.015 -4.098 -4.428
H -2.651 -3.316 -2.009
H -4.072 -5.028 -0.806
H -1.986 -8.061 -3.023
H -0.431 -6.274 -3.814
H -3.845 -6.675 0.513
H -5.380 -8.304 1.952
H -5.316 -11.010 -1.297
H -4.053 -9.230 -2.786
H -5.258 -11.750 0.783
H -6.844 -10.980 0.561
H -5.946 -10.765 2.107
C -1.586 4.928 1.529
N -0.261 5.445 1.170
C 0.312 4.941 0.110
C 1.611 5.400 -0.235
C 2.261 6.290 0.618
C 1.539 6.874 1.767
C 0.308 6.315 1.998
C 3.663 6.590 0.340
C 4.627 5.621 0.527
C 5.923 5.860 0.079
N 6.231 7.128 -0.340
C 5.277 8.064 -0.607
C 3.980 7.772 -0.309
C 7.613 7.397 -0.758
H -1.653 3.848 1.659
H -2.353 5.232 0.816
H -1.797 5.216 2.559
H -0.237 4.224 -0.482
H 2.196 4.904 -0.995
H 2.053 7.516 2.467
H -0.349 6.654 2.785
H 4.370 4.699 1.027
H 6.663 5.124 0.356
H 5.641 9.033 -0.914
H 3.099 8.391 -0.385
H 7.579 7.362 -1.847
H 8.358 6.691 -0.391
H 7.862 8.379 -0.356
C 6.239 2.648 -7.727
N 4.858 2.656 -7.245
C 4.374 1.599 -6.564
C 3.126 1.594 -6.056
C 2.180 2.624 -6.401
C 2.734 3.637 -7.174
C 4.055 3.771 -7.524
C 0.720 2.491 -5.930
C -0.385 3.015 -6.618
C -1.623 2.686 -6.289
N -1.868 1.846 -5.244
C -0.839 1.438 -4.447
C 0.412 1.874 -4.685
C -3.228 1.303 -5.089
H 6.890 2.736 -6.858
H 6.453 3.520 -8.346
H 6.515 1.781 -8.327
H 5.155 0.854 -6.519
H 2.892 0.719 -5.468
H 2.036 4.423 -7.420
H 4.447 4.536 -8.178
H -0.372 3.570 -7.544
H -2.406 2.887 -7.005
H -1.147 0.837 -3.604
H 1.189 1.496 -4.038
H -3.439 0.668 -5.949
H -3.856 2.193 -5.055
H -3.232 0.682 -4.193
C 6.023 -6.281 6.025
N 5.606 -5.082 5.144
C 4.516 -5.171 4.345
C 4.338 -4.082 3.441
C 5.173 -2.990 3.410
C 6.319 -2.986 4.328
C 6.419 -4.008 5.241
C 5.121 -1.852 2.417
C 6.318 -1.480 1.731
C 6.272 -0.516 0.667
N 5.087 0.062 0.367
C 3.998 -0.163 1.169
C 3.905 -1.234 2.149
C 5.005 1.250 -0.619
H 6.267 -5.861 7.001
H 6.940 -6.754 5.676
H 5.149 -6.869 6.307
H 3.934 -6.077 4.427
H 3.454 -4.116 2.823
H 7.130 -2.295 4.153
H 7.270 -4.195 5.880
H 7.270 -1.947 1.938
H 7.176 -0.089 0.260
H 3.167 0.499 0.973
H 3.018 -1.473 2.717
H 4.029 1.434 -1.068
H 5.853 1.121 -1.290
H 5.135 2.197 -0.094
As 1.817 2.613 2.920
F 0.143 2.771 3.451
F 1.961 4.421 2.937
F 3.586 2.424 2.531
F 1.689 0.889 3.185
F 1.378 2.573 1.199
F 2.071 2.645 4.762
As -4.679 -2.242 -4.868
F -6.404 -2.616 -4.093
F -5.392 -2.676 -6.500
F -3.084 -1.936 -5.653
F -4.147 -1.728 -3.215
F -4.231 -3.975 -4.537
F -5.345 -0.609 -5.114
As -0.835 -0.357 -0.516
F -2.195 -0.366 -1.691
F -0.801 1.401 -0.247
F 0.540 -0.497 0.685
F -0.721 -2.177 -0.698
F 0.242 -0.198 -1.931
F -1.966 -0.548 0.870
```

* charge: +8
* calculated total energy: -316380.5541 eV
* gap between HOMO and LUMO: 0.27047 Eh
* maximum force: 0.1108 hartree/bohr
* HOMO energy: -22.8 eV
* molar mass: 1572.12 g mol⁻¹